# 1
A 12-piece molecular cluster, C46H123N7O16 overall in a non-equilibrium geometry. Source: the Open Molecules 2025 dataset; level of theory: ωB97M-V/def2-TZVPD.

Geometry (Å):
1 H -0.9997 -6.6548 -1.4651
2 H -2.7871 5.1785 -0.6396
3 H -0.6694 1.2247 -6.3122
4 O -0.8204 -5.3026 -2.8419
5 O -5.8923 -2.5431 3.2989
6 C -9.6079 -3.9714 3.4736
7 H 2.7485 -1.2510 0.5670
8 H 5.7819 -0.3005 -0.0045
9 H 3.2114 -1.2859 -6.0197
10 H 8.6954 -2.0527 -0.5927
11 C 2.9356 2.4371 -4.8198
12 C -9.4255 -5.2660 2.7235
13 O -0.5257 3.2705 -2.1217
14 H 1.1429 -0.3398 -3.7279
15 C -2.2632 1.5019 -1.9510
16 C 3.1625 5.2301 -2.1778
17 O -8.8373 -6.2775 3.5334
18 O -0.4782 0.0071 1.4560
19 H -2.6331 -5.4004 -0.6588
20 C -1.8847 2.1864 6.5996
21 C 2.5680 -2.1736 -1.1540
22 N 3.6881 -3.9006 -6.2878
23 H 0.2687 -0.2763 6.0490
24 O -5.0773 3.0173 -4.5745
25 H 4.6856 1.7434 1.9108
26 H -3.9002 -2.2254 3.8099
27 H 1.8511 5.0650 0.9565
28 O 4.4789 4.9443 -1.7660
29 C 7.3747 -1.1715 0.8404
30 H 3.6844 4.9604 -4.3763
31 C 3.0634 -2.8375 5.4927
32 H 3.0137 1.0415 -1.4054
33 H 3.8780 4.2226 0.1041
34 H 0.8844 -5.4394 -4.1080
35 O -5.2462 6.2972 -1.3094
36 H 5.7897 -0.4796 2.8496
37 C 3.1722 -1.7852 -5.0515
38 H -2.8697 2.3700 -1.6930
39 N 6.3051 -0.1745 0.8502
40 H 0.0802 4.4996 -0.4911
41 H -3.9205 4.1535 -3.1645
42 H 0.2281 3.8618 2.5786
43 H 5.5999 4.6425 0.0050
44 H 3.4590 -1.1743 -4.1956
45 H -6.7790 -1.5571 4.8903
46 H -2.5290 -3.9925 -1.3662
47 C 1.5386 2.6524 -5.4340
48 H -5.4695 5.6770 0.7196
49 C 1.8665 5.3170 2.0169
50 C 0.8779 -1.1114 -4.4507
51 C -4.9164 5.4883 -0.2005
52 H 4.0987 -4.8200 -6.2090
53 O 3.4803 0.4256 0.5691
54 N -8.5556 -3.0508 3.5383
55 H -0.5128 2.7759 -7.1546
56 H -1.3644 3.5180 -0.2683
57 C 4.5966 4.9304 -0.3091
58 H 4.3013 -3.4614 -1.0489
59 H -0.4248 -4.4712 -4.6022
60 H 0.7898 2.2241 -4.7677
61 H -9.0255 -5.1095 1.7216
62 C -4.0056 3.3247 6.6433
63 H -1.0782 -6.2701 0.8931
64 H -0.4818 -1.8603 0.5890
65 H 2.7977 7.0513 1.5973
66 H 5.5615 -2.1467 -6.2894
67 H 7.4622 1.0925 -2.7322
68 O 1.8186 -2.1582 -4.5732
69 H -8.0136 -8.0918 3.5039
70 H 0.8267 5.0879 3.8055
71 C -1.3208 -0.4958 -0.7174
72 H -0.2434 1.1295 -2.6723
73 C 3.4981 -2.3102 4.0840
74 C 3.5846 1.3576 -0.5323
75 N -0.2564 0.4906 6.4443
76 H 3.1347 1.4459 -4.4125
77 H 3.6619 2.6178 -5.6122
78 H -7.2668 -4.4573 4.2249
79 C 0.5443 4.8868 2.7720
80 H 1.3115 3.6930 -5.6659
81 C -0.9571 1.9518 -2.6216
82 H -3.0383 6.6642 0.2094
83 C 2.9681 4.6358 -3.6215
84 H 2.3348 2.8099 -2.9555
85 C -0.5464 -5.3201 0.9457
86 O 2.3865 -2.0926 0.2801
87 H 9.0149 1.1289 -1.7364
88 H -1.1785 1.2710 4.7479
89 H -2.9134 0.8719 -2.5580
90 H -2.0934 4.5865 -4.6089
91 H 3.0915 6.3164 -2.2340
92 H 7.8770 -1.2331 1.8058
93 H -0.7226 0.0364 7.2166
94 H -0.3910 -0.6418 -1.2671
95 H 9.2286 -0.4598 0.0070
96 H -10.4089 -3.3895 3.0176
97 H -0.8428 -1.1347 3.1765
98 O 1.6963 -2.4556 5.5883
99 H 0.7529 -1.3755 2.5420
100 H -0.1269 -1.4421 -4.1877
101 H 3.0438 -2.9693 3.3441
102 C -3.3971 5.6374 0.1385
103 H -5.8766 3.0822 -4.0468
104 C -0.7935 -4.7144 -0.4949
105 H -3.3536 0.0029 5.4771
106 H -5.1461 4.4580 -0.4723
107 C -0.0236 1.8224 -6.9555
108 H 2.7100 4.9556 2.6052
109 N -2.2042 -4.4923 -0.5508
110 H -8.1111 -3.0267 2.6317
111 H -4.6421 3.9060 5.9762
112 H -9.5726 -8.0396 2.6914
113 N 3.0813 3.1615 -3.5380
114 H -0.2732 -3.7603 -0.5794
115 H 4.7937 -1.2914 1.7278
116 H -1.3150 2.2897 -3.5942
117 H 0.8331 -0.6194 -5.4223
118 C 5.3135 -0.3452 1.8784
119 C -4.6927 -1.8215 3.1798
120 H -3.1502 5.0951 1.0512
121 H 1.9657 -3.0414 -1.4229
122 H 3.1610 -1.2761 4.0138
123 H -5.6740 -2.7715 5.4187
124 H -10.4042 -5.6268 2.4075
125 H 0.4372 0.0436 3.4860
126 H 7.4437 1.4559 -1.0446
127 H 4.2021 -2.6591 -2.5722
128 C -1.1628 -1.0174 0.7068
129 H 1.4118 -2.5412 6.5011
130 C 0.0011 -0.6090 2.7297
131 H -2.4088 -0.8502 6.7017
132 H 3.5863 0.6619 2.5808
133 C -2.3488 -0.3171 5.7529
134 H 2.6893 -4.0362 -6.2245
135 H 5.9367 -2.1957 -4.4857
136 H -8.0099 -3.4874 5.5204
137 H 4.7721 -1.7723 -1.0852
138 H 4.5469 1.5171 -1.0185
139 C 5.4647 -2.6772 -5.3421
140 H 4.5801 -2.2044 4.0056
141 H 3.1743 2.2871 -0.1376
142 O 1.3772 1.8786 -6.5752
143 C -0.4349 -5.7273 -1.5593
144 O 2.0856 6.7350 2.1582
145 H -4.3159 -2.0013 2.1729
146 H 2.3517 4.8536 -1.5543
147 H 0.2317 2.6976 -0.2970
148 H 4.2254 5.8885 0.0548
149 H -8.1695 -7.3852 1.8613
150 H 3.6389 -2.5247 6.3639
151 C 4.0179 -3.0356 -5.1270
152 O -2.9010 2.8470 5.8634
153 C 4.2772 0.7470 1.7420
154 H 0.0683 1.3167 -7.9168
155 H -1.1517 2.9641 6.8144
156 H -2.0252 -1.0822 5.0473
157 H -5.2391 7.2194 -1.0430
158 C -0.3603 3.5231 -0.6923
159 H -2.1114 -1.4615 1.0087
160 H 1.9747 4.9957 -3.8893
161 H -3.0291 4.5470 -6.0234
162 N -1.9664 0.8287 -0.6548
163 C -8.6391 -7.4965 2.8386
164 H 6.0873 -3.5711 -5.3790
165 H -4.7451 5.0168 -4.3732
166 C -4.2196 4.0760 -4.2098
167 H -1.9785 -1.2158 -1.2045
168 C -2.9127 4.0339 -5.0688
169 H -1.2124 1.3139 -0.1898
170 H -2.5957 3.0397 -5.3840
171 H 0.5046 -3.8553 -3.2661
172 H 0.5895 -6.0960 -1.6137
173 C -1.4685 0.9728 5.7555
174 C -6.4231 -2.5602 4.6555
175 H -0.8881 -4.7286 1.7951
176 H -2.3262 1.9046 7.5555
177 H -0.2628 5.5706 2.5092
178 H -4.8690 -0.7565 3.3301
179 H 3.0641 -3.9268 5.4553
180 C 4.0727 -2.4969 -1.5021
181 H 6.9099 -2.1574 0.8372
182 H -3.8894 4.0487 7.4498
183 C 8.3722 -1.0467 -0.3252
184 H -4.6036 2.5062 7.0439
185 H 2.1738 -1.3418 -1.7378
186 O 7.7669 -0.5114 -1.5756
187 C 7.9612 0.8554 -1.7927
188 C 0.1192 -4.7743 -3.7077
189 H 3.7788 -3.6754 -4.2775
190 H 0.4926 -5.5480 1.1838
191 C -7.5914 -3.4578 4.5144
192 H -9.9524 -4.2813 4.4602

Computed properties:
- total charge = -1
- 2S+1 = 2
- E (eV) = -92873.0536
- expectation value of S² = 0.750
- E_HOMO (alpha / beta) (eV) = 0.803 / -6.861

---

# 2
A 13-piece molecular cluster, C46H128N10O16 overall in a non-equilibrium geometry. Source: the Open Molecules 2025 dataset; level of theory: ωB97M-V/def2-TZVPD.

Geometry (Å):
1 C 4.3723 0.9068 9.0233
2 H -3.7029 10.8559 -5.0263
3 H 4.3139 6.0547 -4.5215
4 H -4.3995 1.9936 -5.8863
5 H -2.7350 -2.8391 -5.0297
6 H 3.9704 3.8891 -3.4250
7 H 5.0215 5.5407 -6.6289
8 O 2.1760 6.7100 4.9905
9 C -3.1660 9.1842 -4.0234
10 H 3.8737 6.0608 -2.0226
11 H -3.3527 7.6469 -0.4124
12 H -0.3109 -5.5991 5.4195
13 C 1.3475 5.5569 4.8772
14 H 0.4251 -12.9554 -3.0421
15 H -8.1253 3.2652 -5.3324
16 H -3.5391 2.1113 4.1810
17 H -3.2809 -3.0610 -6.6421
18 O -9.5198 -3.3689 0.8304
19 H -1.3750 -10.3146 -0.9337
20 C 4.0020 5.6423 -7.0010
21 H -6.1445 3.5102 -2.8972
22 H 0.9216 -9.5112 4.3614
23 C 0.2540 -11.4604 -1.5330
24 H 10.4545 2.9892 -0.8344
25 O 10.3580 -3.5247 -0.8731
26 H -6.3588 0.1183 5.4440
27 C 2.4939 -1.4106 2.6110
28 C 9.3511 2.2401 -2.5954
29 H 2.4689 7.1529 -2.4673
30 H 10.1752 2.6242 -3.1965
31 H -5.7049 0.1642 7.0550
32 O -2.8385 7.4578 -2.3984
33 H 11.4858 1.1525 -1.5601
34 H 5.1876 0.7567 9.7310
35 H -5.3350 4.6066 -3.5170
36 H 6.9923 -3.5084 -1.5571
37 N 2.9695 4.0043 -3.3551
38 H -4.7403 1.6549 -4.1897
39 H 1.4120 5.3287 -3.7207
40 O -1.0478 -3.0000 -6.3238
41 C -2.8352 8.8699 -2.5621
42 H 0.4183 -7.7125 -0.5932
43 H 8.9385 -4.9287 -0.2517
44 H 2.0643 -0.5404 -6.2037
45 H 2.0106 1.5734 1.4713
46 H 1.0295 5.4273 3.8427
47 H 1.0318 -0.3456 -8.6012
48 C -8.9579 -2.6350 -0.2497
49 N 10.6845 1.0941 -0.9480
50 H -2.0246 9.1799 -5.9322
51 H -3.0025 6.0593 -0.8704
52 H 0.4453 6.2508 6.5336
53 H 1.1316 2.4066 10.1676
54 C 5.0101 1.0824 7.7079
55 N -6.1683 4.0780 -3.7321
56 H 2.1367 3.7785 10.7767
57 O -1.0060 5.9359 5.0744
58 H -7.3541 -1.2233 -0.4312
59 H 6.5699 -2.4111 0.3439
60 C 6.7372 3.2183 0.8402
61 H 3.8485 2.9969 9.2372
62 H -2.7244 -7.6433 4.9647
63 N -8.4268 -1.0083 1.3624
64 C -0.3343 -10.1318 -1.2013
65 H -0.7104 -0.3870 -6.7023
66 H 1.2023 -7.8663 4.5572
67 H 1.2485 0.7503 -6.7547
68 H 1.3514 -9.0004 5.9341
69 H 2.3657 5.7174 -1.4232
70 C -8.2795 1.4218 -7.1891
71 H 3.0531 -0.6056 9.6907
72 H 9.0106 -4.4566 -2.0245
73 H -1.1730 -12.7108 -0.8650
74 H -0.0077 -9.9227 -0.1826
75 O -4.2732 1.5022 4.2894
76 H -1.6045 7.1546 -0.6706
77 C 0.2462 -0.9088 -6.6771
78 H 0.6060 -11.3354 -3.7018
79 O 7.4333 -2.8259 0.2809
80 C 7.8665 -3.1552 -1.0101
81 H -8.8161 -1.5940 2.0872
82 H 2.0743 4.7533 4.9959
83 N 3.5544 -0.2899 8.8726
84 H 8.5028 2.9054 -2.7562
85 H 1.3324 -11.3025 -1.5200
86 C 3.2616 5.9435 -4.7830
87 C -5.7890 0.7408 6.1338
88 C 2.8271 6.1342 -2.3184
89 H 0.1976 -13.4684 -1.0136
90 O -1.5284 -6.4086 3.9990
91 H 3.9795 -1.1307 8.5087
92 H 1.3481 1.7807 0.0274
93 H -1.9954 -5.4793 5.8048
94 C -0.7348 -8.3804 5.5539
95 C -6.7100 -2.6593 1.0285
96 H -1.3487 1.1691 0.2114
97 H -3.5245 9.2930 -1.8314
98 H 4.2858 0.9475 6.9046
99 H 1.4811 2.5895 11.8923
100 H 1.7095 7.4498 4.5947
101 H 6.4744 4.2654 0.9902
102 O 2.6957 -0.7917 1.3039
103 O 3.1403 5.2301 -5.9834
104 O 7.9068 3.3671 0.0230
105 C -7.7857 -1.8185 0.3736
106 C 0.1576 5.5290 5.7692
107 H -7.3353 1.6148 6.8238
108 H -2.6347 -1.5376 -6.2211
109 H 1.7636 -0.5319 -0.5233
110 C -2.6384 7.0775 -1.0071
111 N 1.1203 1.6033 0.9953
112 H 2.9609 6.9687 -4.9985
113 H -0.9849 9.5331 -4.5720
114 O 2.9544 1.8758 10.6720
115 H 0.5485 -7.1916 -2.2555
116 H -7.7974 -0.4193 1.8887
117 H 3.9789 5.0101 -7.8886
118 C 0.0354 -11.9385 -2.9956
119 C 1.8848 2.7240 10.8888
120 C -7.2930 2.5638 -5.3915
121 H -7.2136 -3.2370 1.8035
122 C -5.9527 3.3219 -4.9637
123 H -7.5195 1.8181 -4.6295
124 C -0.0470 -7.8001 -1.5749
125 H -1.5565 7.9078 -4.7701
126 H -1.3652 -10.2779 5.1700
127 H -11.4908 -2.8932 0.5800
128 H 5.3783 2.1067 7.6502
129 H -1.1406 -4.4281 4.6040
130 H 8.2141 -2.2741 -1.5494
131 H 2.6724 3.3237 -4.0396
132 N -0.1832 -12.5839 -0.7088
133 C 0.7448 -8.7082 5.0769
134 H 7.0696 2.7442 1.7638
135 H -8.1815 1.5184 -8.2703
136 H -1.0194 -11.9763 -3.2678
137 C -4.3801 1.0801 5.6492
138 H 0.0205 4.5673 6.2637
139 C 0.6622 -1.2289 -8.0804
140 C 2.4922 5.3718 -3.5813
141 C -1.2926 -5.4426 4.9724
142 C 8.4892 2.0910 -0.2639
143 H -8.6643 -3.3469 -1.0212
144 H -5.7480 4.0609 -5.7383
145 C -10.8424 -3.7688 0.5458
146 H -3.9839 8.5857 -4.4246
147 H 2.0314 -0.6586 3.2504
148 H 5.7260 0.2967 7.4661
149 C -1.8532 8.9508 -4.8805
150 H -9.6492 -1.9454 -0.7340
151 H -1.6480 6.0355 5.7812
152 H 3.8146 6.6854 -7.2556
153 H 3.4748 -1.4582 3.0839
154 C 0.0004 -2.1848 -5.8429
155 H 1.9994 -2.3819 2.6220
156 H 11.2317 1.2720 -0.1180
157 H 10.2836 -2.5887 -1.0729
158 H -0.6409 -7.6893 6.3916
159 H -3.8476 2.9885 -4.5491
160 H -1.7542 -8.3864 3.6327
161 H -0.1281 -2.0480 -4.7692
162 H -10.9047 -4.2307 -0.4395
163 O -0.0376 -9.0887 -2.1188
164 H 1.1387 -1.7284 0.3892
165 H -3.9087 1.8129 6.3040
166 O -7.0928 2.0193 -6.7065
167 H -5.8442 -2.1228 1.4166
168 H -1.0589 -7.3949 -1.5790
169 C 9.7828 2.2021 -1.1769
170 C 0.5212 0.3166 1.0194
171 C -1.7382 -7.7408 4.5108
172 C -4.7058 2.4431 -4.9417
173 C 1.5244 -0.7178 0.5237
174 C 9.0359 -4.1285 -0.9854
175 H -6.2698 -3.3804 0.3398
176 H -11.2845 -4.4804 1.2431
177 H 0.8611 -2.8525 -5.8803
178 H -0.1889 0.6990 -0.9716
179 H -1.8414 9.1865 -2.2456
180 H -0.1613 -1.6424 -8.6625
181 H 7.8445 1.2799 -0.6022
182 H -1.0494 -0.5772 -0.2929
183 H 6.0415 2.5637 0.3152
184 H -8.3725 0.3450 -7.0477
185 C 3.4101 2.0083 9.3735
186 H -9.2259 1.9493 -7.0698
187 C -0.6240 0.3889 -0.0215
188 C -2.4783 -2.6046 -6.0628
189 H 8.8415 1.7466 0.7084
190 N -1.2949 -9.6994 5.9950
191 H 9.0052 1.2844 -2.9894
192 H -3.7910 0.1657 5.7192
193 H 2.5914 2.0104 8.6539
194 H -0.4785 -10.1448 6.3890
195 O -6.5300 1.9430 6.4172
196 N -3.5250 10.6152 -4.0617
197 H 0.2083 0.1596 2.0517
198 N 1.2002 -0.0259 -6.1103
199 H -4.4202 10.4841 -3.6127
200 H 1.4502 -1.9786 -8.1518

Computed properties:
- E (eV) = -97425.6306
- ΔE to the lowest compared entry with this formula, charge and spin (eV) = 7.361
- E_HOMO (eV) = -9.035

---

# 3
C46H32N13S2Tl as an isolated structure. Source: the Open Molecules 2025 dataset; level of theory: ωB97M-V/def2-TZVPD.

Geometry (Å):
1 H -4.1357 3.6095 1.1941
2 H -8.7533 -1.7246 -0.6286
3 C -4.4832 0.2738 -4.1309
4 C -2.9870 -1.2755 0.0665
5 C -2.6251 2.1065 0.9566
6 C -2.2917 2.2860 3.7147
7 C 4.2575 0.0293 -1.3282
8 H 3.2294 5.7858 3.2171
9 N 2.6357 2.6571 3.2953
10 C -7.7493 -1.3723 -0.4430
11 S 4.7971 -4.7332 -2.5459
12 H 7.1755 -3.9260 0.0189
13 N 0.7353 3.6938 -0.1116
14 C 2.6163 -3.7359 -1.1299
15 C -2.8777 0.8133 -2.4625
16 C -1.9868 -4.4528 -2.4142
17 H -3.1928 -0.4555 0.7458
18 H 2.5443 -1.3020 -3.9374
19 H 4.8695 -1.0983 -3.0742
20 N 3.3468 4.8242 3.4777
21 Tl 0.1232 0.2665 0.4743
22 C 3.1646 0.5167 -0.6639
23 H -5.4895 0.3201 -4.5286
24 H 3.0648 0.6874 4.7504
25 H 0.2325 3.0029 -0.6473
26 C 4.9877 -3.7104 -0.2177
27 C 2.6371 3.8921 2.8008
28 N -0.9276 0.9393 -1.2795
29 C 4.0523 -4.0036 -1.1714
30 N 1.0762 -0.4850 2.2865
31 C 4.0372 -0.6637 -2.5340
32 C -0.6687 0.2104 -2.4388
33 C -6.5801 -2.0956 -0.7761
34 H 4.7405 -3.2599 0.7333
35 C 1.6876 -4.4649 -1.8435
36 C -1.5561 1.4414 2.9318
37 C 1.8339 0.4138 3.0269
38 H -1.4327 -1.0551 -4.9284
39 N -2.9356 1.9859 -0.3393
40 C 0.8747 -1.7357 2.7616
41 H 3.6797 4.5891 4.3943
42 C -2.3913 -3.3550 -1.5815
43 H 3.2729 1.0296 0.2854
44 H 5.2504 0.1651 -0.9244
45 H -2.1356 2.3179 4.7829
46 C 2.1395 -2.6458 -0.3766
47 C 2.4579 -0.0280 4.2151
48 N -1.6858 1.3498 1.5921
49 C -2.2026 -0.5203 -4.3873
50 C -7.4690 -0.1789 0.1498
51 H -4.4869 -3.4392 -2.0454
52 H 0.7530 4.6515 -0.4088
53 H 2.8443 -2.0063 0.1445
54 C 6.3031 -4.0737 -0.6005
55 H 0.2375 -2.3673 2.1561
56 C 6.3514 -4.6350 -1.8385
57 C -3.2385 3.1071 3.0764
58 N 0.8773 -2.3020 -0.3083
59 N 2.0199 4.3147 1.6862
60 C 1.4403 -2.1853 3.9165
61 C -0.0324 -3.0358 -0.9751
62 H -3.8377 3.8001 3.6537
63 H -6.5945 -3.0753 -1.2321
64 C 1.6676 -0.2154 -2.3083
65 H -2.7518 -4.9800 -2.9712
66 H -0.8030 0.7977 3.3728
67 H -4.9348 1.4586 -2.3894
68 C -3.4985 -0.4390 -4.8471
69 N 0.4570 -0.3375 -2.8692
70 H 7.2166 -4.9961 -2.3695
71 N 1.2857 2.0882 1.4300
72 C 2.2773 -1.3037 4.6584
73 C -0.6918 -4.8263 -2.5017
74 S -5.7877 0.0836 0.2912
75 C -3.7222 -2.9372 -1.4652
76 C -1.4156 -2.6571 -0.8573
77 C -5.4267 -1.4396 -0.4385
78 C -4.1869 0.9089 -2.9454
79 H -8.1654 0.5644 0.5015
80 H 1.9976 -5.3072 -2.4521
81 C 0.3307 -4.1246 -1.7794
82 N -1.7259 -1.6240 -0.0505
83 N 1.8985 0.3967 -1.1129
84 C 2.7654 -0.7845 -3.0144
85 H 2.7560 -1.6407 5.5677
86 H 1.2441 -3.1938 4.2499
87 C -2.2672 1.2957 -1.2557
88 C -3.4054 3.0169 1.7265
89 H -0.3981 -5.6598 -3.1281
90 C -4.0495 -1.8945 -0.6243
91 C 1.3648 3.3627 1.0289
92 C 1.9299 1.7640 2.5802
93 H -3.7731 -0.9202 -5.7776
94 C -1.8967 0.1120 -3.1800

Computed properties:
- E (eV) = -93959.3988
- E_HOMO (alpha / beta) (eV) = -5.042 / -5.544